# C43H57BF2N2O3P2SSiSn

A structure of composition C43H57BF2N2O3P2SSiSn (the ωB97M-V functional and the def2-TZVPD basis, the Open Molecules 2025 dataset).

```
113
Properties=species:S:1:pos:R:3:lowdin_charge:R:1
Sn -0.595 -0.370 0.572 1.15
S 1.639 -4.795 -6.895 0.79
P -0.699 -1.589 -2.093 0.94
P 1.950 -0.312 -2.322 1.04
Si -0.620 -3.711 1.811 0.36
F -3.551 1.057 0.735 0.13
F -3.761 -1.179 0.562 0.15
O -0.683 2.736 -0.666 -0.22
O 2.141 1.232 1.943 -0.23
O -0.575 2.257 2.104 -0.24
N -0.975 -2.029 2.034 -0.24
N 0.959 -1.713 -2.607 -0.47
C -2.453 -2.702 -4.060 -0.08
C 4.586 -0.827 -5.511 -0.07
C 3.906 -1.755 0.981 -0.07
C 3.287 -0.803 -1.161 -0.36
C -1.166 1.243 -5.050 -0.08
C -2.584 -2.605 3.840 -0.06
C 2.908 -0.165 -3.895 -0.37
C 0.434 2.639 3.027 -0.19
C 5.521 -0.502 -0.272 -0.09
C -3.701 -0.863 5.100 -0.11
C -1.604 -2.941 -2.976 -0.32
C 0.023 -4.554 3.360 -0.17
C -3.468 -2.207 4.831 -0.09
C -0.660 0.209 -4.276 -0.13
C 1.348 -3.117 -4.669 -0.25
C 2.964 -1.519 -0.013 -0.13
C -0.646 3.807 0.251 -0.21
C 3.077 2.205 1.533 -0.09
C 2.580 0.908 -4.724 -0.11
C -3.018 0.077 4.344 -0.08
C -3.039 -5.038 -4.171 -0.08
C -0.113 -5.207 -6.766 -0.42
C 3.940 -1.016 -4.299 -0.12
C -1.869 -1.672 3.053 -0.38
C -2.223 -5.286 -3.077 -0.07
C 5.191 -1.249 0.851 -0.09
C -1.290 3.344 1.527 -0.17
C -2.084 -4.629 1.086 -0.16
C -2.126 -0.317 3.353 -0.11
C -1.275 -0.147 -3.078 -0.40
C 4.228 0.233 -6.337 -0.08
C -2.924 1.585 -3.450 -0.06
C -1.528 -4.245 -2.479 -0.12
C -0.075 3.050 -1.904 -0.10
C 4.578 -0.278 -1.267 -0.11
C 0.806 -4.042 0.626 -0.18
C 1.463 1.534 3.148 -0.20
C 3.230 1.107 -5.938 -0.08
C 1.518 -2.964 -3.158 -0.26
C 1.975 -4.416 -5.159 -0.51
C -3.161 -3.741 -4.649 -0.08
C -2.296 1.938 -4.635 -0.08
C -2.418 0.544 -2.681 -0.10
B -2.928 -0.135 0.644 -0.78
H 1.813 -2.277 -5.185 0.09
H -2.987 -4.531 1.694 0.03
H -3.813 -3.528 -5.488 0.11
H 5.375 -1.505 -5.811 0.11
H 0.667 -5.058 0.239 0.04
H -0.163 2.171 -2.545 0.05
H 3.814 2.403 2.320 0.09
H -4.394 -0.562 5.876 0.09
H -2.472 -3.666 3.666 0.06
H -3.585 -5.847 -4.641 0.11
H 1.799 1.595 -4.415 0.09
H 2.575 -2.996 -2.886 0.10
H 3.625 -2.324 1.860 0.11
H 1.958 -1.882 0.119 0.02
H 4.248 -1.836 -3.661 0.11
H -2.928 0.259 -1.770 0.07
H -0.937 -4.455 -1.599 0.07
H 4.854 0.320 -2.125 0.10
H -0.573 3.900 -2.385 0.09
H -2.578 -1.702 -4.455 0.10
H -0.268 -5.954 -5.987 0.04
H 3.588 1.803 0.660 0.08
H -2.317 -4.213 0.099 0.01
H 0.861 -3.361 -0.226 -0.03
H 0.211 -0.337 -4.611 0.08
H -1.867 -5.698 0.967 0.04
H -0.697 -4.666 4.172 0.02
H 1.058 -3.823 -2.670 0.09
H -1.359 4.175 2.236 0.13
H 0.986 3.291 -1.769 0.09
H -0.680 1.500 -5.986 0.11
H -1.209 4.669 -0.137 0.13
H 4.733 0.378 -7.284 0.10
H -2.293 2.981 1.308 0.12
H -2.688 2.749 -5.237 0.10
H -0.720 -4.328 -6.555 0.02
H 2.601 3.151 1.252 0.08
H 0.389 -5.553 3.095 0.03
H -0.016 2.806 4.014 0.13
H -3.170 1.137 4.520 0.11
H 1.640 -5.265 -4.553 0.08
H -2.140 -6.287 -2.672 0.11
H 2.964 1.951 -6.562 0.10
H -3.994 -2.969 5.396 0.10
H -3.811 2.114 -3.120 0.11
H 2.180 1.816 3.930 0.13
H -0.413 -5.625 -7.726 0.03
H 3.064 -4.366 -5.089 0.07
H 5.928 -1.421 1.627 0.10
H 0.908 3.572 2.708 0.12
H 0.871 -3.981 3.753 0.04
H 6.519 -0.094 -0.379 0.10
H 0.964 0.611 3.454 0.12
H 0.389 4.135 0.427 0.12
H 0.283 -3.097 -4.906 0.09
H 1.773 -4.019 1.135 0.03
H -1.597 0.466 2.822 0.04
```

Net charge: 0
ΔE to the lowest compared entry with this formula, charge and spin (kJ/mol): 162.9
DFT total energy (eV): -103875.5659
Orbital gap (eV): 7.33
E_LUMO (eV): 0.4
HOMO energy (Eh): -0.2553


# C2H4ClN

A structure of composition C2H4ClN at a distorted geometry (the ωB97M-V functional and the def2-TZVPD basis, the Open Molecules 2025 dataset).

```
8
Properties=species:S:1:pos:R:3:nbo_charge:R:1
Cl 3.049 0.347 0.054 0.08
N 1.742 -0.771 -0.082 -0.43
C 0.568 -0.124 -0.087 0.09
C -1.344 -0.139 0.058 -0.55
H 0.731 0.915 0.047 0.13
H -1.669 -0.824 0.796 0.22
H -1.659 -0.399 -0.935 0.22
H -1.418 0.995 0.149 0.23
```

Net charge: 0
ΔE to the lowest compared entry with this formula, charge and spin (kJ/mol): 337.8
DFT total energy (eV): -16147.5763
Orbital gap (eV): 10.57
E_LUMO (eV): 0.4
HOMO energy (Eh): -0.3744


# C16H27N3O3S

A structure of composition C16H27N3O3S at a distorted geometry (the ωB97M-V functional and the def2-TZVPD basis, the Open Molecules 2025 dataset).

```
50
Properties=species:S:1:pos:R:3:nbo_charge:R:1
S -1.873 2.154 1.266 0.99
O -1.931 2.797 -2.720 -0.73
O -1.443 -0.285 -2.895 -0.62
O -1.299 -0.598 4.704 -0.72
N -1.749 0.534 1.181 -0.65
N -0.340 -2.266 -3.039 -0.64
N -0.348 2.567 1.231 -0.61
C -2.649 -2.152 -2.142 -0.73
C -0.441 0.290 1.129 0.16
C -1.484 1.768 5.266 -0.63
C 1.790 1.354 1.111 -0.19
C -0.862 3.734 -2.653 -0.06
C 0.369 -2.803 -1.838 -0.21
C 0.381 1.441 1.153 0.05
C 1.564 -1.050 0.973 0.01
C -0.566 0.589 4.993 -0.06
C 2.632 -2.711 -0.649 -0.39
C 2.218 -2.398 0.810 -0.43
C 1.724 -2.121 -1.715 -0.42
C 2.366 0.126 1.018 -0.20
C 0.203 -0.977 1.036 -0.24
C -1.443 -1.478 -2.705 0.71
C 0.161 3.492 -3.750 -0.63
H -0.911 2.668 5.493 0.21
H 0.275 -1.635 -3.539 0.38
H -2.512 -3.219 -2.021 0.22
H -2.875 -1.697 -1.181 0.24
H 0.539 -3.869 -1.967 0.19
H 3.134 -2.381 1.400 0.22
H -2.149 1.555 6.104 0.21
H 0.969 4.225 -3.703 0.21
H 0.049 0.372 5.865 0.18
H 2.662 -3.792 -0.769 0.21
H 3.438 0.018 0.974 0.22
H 0.594 2.493 -3.656 0.20
H -0.264 -2.612 -0.980 0.19
H 1.561 -1.052 -1.588 0.21
H -1.835 -0.428 3.922 0.47
H -1.305 4.723 -2.757 0.17
H 3.630 -2.316 -0.813 0.21
H 1.598 -3.169 1.254 0.22
H 2.220 -2.245 -2.677 0.21
H 2.368 2.264 1.130 0.23
H -0.403 -1.868 1.004 0.22
H 0.102 0.812 4.152 0.15
H -2.112 1.963 4.395 0.19
H -3.498 -1.961 -2.786 0.25
H -0.312 3.552 -4.730 0.21
H -0.385 3.677 -1.669 0.15
H -1.557 1.914 -2.622 0.48
```

Net charge: 0
ΔE to the lowest compared entry with this formula, charge and spin (kJ/mol): 235.4
DFT total energy (eV): -38477.8908
Orbital gap (eV): 8.56
E_LUMO (eV): -0.7
HOMO energy (Eh): -0.3385


> Among the records above, which one has the highest ΔE to the lowest compared entry with this formula, charge and spin?

C2H4ClN


> Among the records above, which one has the highest orbital gap?

C2H4ClN


Copy entry 2 word for word.
# C2H4ClN

A structure of composition C2H4ClN at a distorted geometry (the ωB97M-V functional and the def2-TZVPD basis, the Open Molecules 2025 dataset).

```
8
Properties=species:S:1:pos:R:3:nbo_charge:R:1
Cl 3.049 0.347 0.054 0.08
N 1.742 -0.771 -0.082 -0.43
C 0.568 -0.124 -0.087 0.09
C -1.344 -0.139 0.058 -0.55
H 0.731 0.915 0.047 0.13
H -1.669 -0.824 0.796 0.22
H -1.659 -0.399 -0.935 0.22
H -1.418 0.995 0.149 0.23
```

Net charge: 0
ΔE to the lowest compared entry with this formula, charge and spin (kJ/mol): 337.8
DFT total energy (eV): -16147.5763
Orbital gap (eV): 10.57
E_LUMO (eV): 0.4
HOMO energy (Eh): -0.3744